This record from OMol25 describes a structure of composition C22H34N5SSc. The level of theory is ωB97M-V/def2-TZVPD.

Calculated values
DFT total energy	-2290.9941	Ha
charge	+2
HOMO-LUMO gap	7.704	eV
LUMO level	-5.655	eV

Last column: natural (NBO) charge in e.
Element x y z (Å)
Sc1 -0.14 -0.43 0.00  1.86
C1 0.41 -0.71 3.18  -0.41
N1 -0.66 -0.19 2.28  -0.58
C2 -1.93 -0.85 2.72  -0.41
C3 -0.79 1.28 2.44  0.15
C4 -1.30 1.80 3.62  -0.23
C5 -1.44 3.16 3.79  -0.20
C6 -1.09 4.00 2.75  -0.15
C7 -0.58 3.49 1.56  -0.22
C8 -0.38 2.12 1.39  0.10
N2 0.19 1.49 0.25  -0.89
C9 1.28 2.02 -0.50  0.19
C10 1.46 3.35 -0.87  -0.23
C11 2.59 3.76 -1.56  -0.16
C12 3.57 2.84 -1.92  -0.20
C13 3.40 1.51 -1.59  -0.22
C14 2.27 1.11 -0.89  0.05
N3 2.12 -0.30 -0.46  -0.56
C15 2.71 -1.25 -1.44  -0.41
C16 2.84 -0.47 0.83  -0.41
H1 0.11 -0.60 4.23  0.23
H2 1.32 -0.14 3.04  0.22
H3 0.60 -1.76 2.98  0.20
H4 -2.06 -0.77 3.79  0.22
H5 -1.89 -1.91 2.48  0.20
H6 -2.78 -0.38 2.23  0.23
H7 -1.59 1.14 4.43  0.22
H8 -1.83 3.56 4.72  0.24
H9 -1.21 5.07 2.84  0.24
H10 -0.35 4.18 0.77  0.22
H11 0.70 4.09 -0.67  0.23
H12 2.70 4.80 -1.84  0.24
H13 4.46 3.16 -2.46  0.24
H14 4.17 0.80 -1.86  0.23
H15 3.80 -1.28 -1.35  0.23
H16 2.46 -0.95 -2.45  0.22
H17 2.34 -2.26 -1.25  0.20
H18 3.92 -0.34 0.68  0.23
H19 2.66 -1.46 1.25  0.21
H20 2.51 0.30 1.52  0.23
C17 -0.59 -2.97 -2.13  -0.24
C18 -0.22 -1.76 -3.00  -0.24
N4 -0.45 -0.46 -2.32  -0.71
C19 -1.75 0.17 -2.67  -0.23
C20 -2.93 -0.62 -2.15  -0.52
S1 -2.82 -0.88 -0.34  0.23
C21 -2.86 -2.70 -0.15  -0.54
C22 -1.50 -3.37 0.10  -0.23
N5 -0.40 -2.74 -0.67  -0.72
H21 -1.63 -3.24 -2.30  0.21
H22 0.00 -3.82 -2.46  0.24
H23 0.82 -1.81 -3.29  0.23
H24 -0.80 -1.80 -3.93  0.23
H25 0.26 0.19 -2.65  0.41
H26 -1.76 1.18 -2.25  0.24
H27 -1.85 0.27 -3.76  0.23
H28 -3.85 -0.07 -2.33  0.27
H29 -3.03 -1.59 -2.63  0.23
H30 -3.52 -2.90 0.69  0.27
H31 -3.36 -3.09 -1.03  0.25
H32 -1.24 -3.31 1.16  0.21
H33 -1.59 -4.43 -0.14  0.23
H34 0.45 -3.22 -0.39  0.40

=====

This record from OMol25 describes a structure of composition C22H35Br2N3O3S3 at a distorted geometry. The level of theory is ωB97M-V/def2-TZVPD.

Calculated values
DFT total energy	-7591.8052	Ha
HOMO-LUMO gap	7.827	eV
LUMO level	-0.574	eV

Last column: natural (NBO) charge in e.
Element x y z (Å)
C1 -0.49 -1.11 -3.50  -0.61
C2 0.64 -0.21 -2.96  -0.41
C3 1.89 -1.05 -2.66  -0.40
C4 2.95 -0.42 -1.71  -0.40
C5 2.63 0.95 -1.13  -0.40
C6 1.66 1.00 0.09  -0.47
C7 1.27 -0.33 0.67  0.08
C8 2.13 -1.07 1.45  -0.04
C9 3.50 -0.58 1.86  -0.42
C10 3.49 0.44 3.02  -0.51
C11 2.66 -0.06 4.18  0.70
N1 1.30 0.37 4.29  -0.87
O1 3.14 -0.79 4.99  -0.53
C12 1.78 -2.35 1.95  -0.16
C13 0.57 -2.94 1.74  -0.10
C14 0.27 -4.27 2.32  -0.10
Br1 1.48 -5.65 1.80  0.05
C15 -0.71 -4.59 3.16  -0.06
C16 -0.96 -5.98 3.66  -0.66
Br2 -1.84 -3.26 3.88  0.08
C17 -0.37 -2.22 0.94  0.18
N2 -1.57 -2.63 0.57  -0.63
S1 -2.21 -1.43 -0.31  0.98
N3 -1.02 -0.40 -0.25  -0.65
C18 0.00 -0.91 0.44  0.05
H1 -0.50 -2.02 -2.91  0.18
H2 -1.45 -0.64 -3.33  0.24
H3 -0.35 -1.35 -4.55  0.20
H4 0.90 0.49 -3.75  0.19
H5 0.25 0.31 -2.10  0.22
H6 1.60 -2.03 -2.29  0.20
H7 2.37 -1.24 -3.61  0.20
H8 3.86 -0.31 -2.28  0.20
H9 3.18 -1.15 -0.93  0.20
H10 3.57 1.39 -0.81  0.20
H11 2.25 1.62 -1.89  0.22
H12 2.16 1.55 0.89  0.21
H13 0.77 1.59 -0.11  0.25
H14 4.02 -0.14 1.01  0.23
H15 4.12 -1.41 2.19  0.23
H16 3.14 1.40 2.67  0.21
H17 4.50 0.55 3.38  0.24
H18 1.30 1.30 4.72  0.38
H19 0.97 0.55 3.34  0.36
H20 2.49 -2.90 2.56  0.23
H21 -1.83 -6.01 4.31  0.23
H22 -1.15 -6.61 2.79  0.24
H23 -0.07 -6.37 4.14  0.24
C19 -2.29 3.27 -4.87  -0.83
S2 -3.13 2.34 -3.59  1.26
O2 -2.93 0.90 -3.90  -0.99
C20 -4.80 2.77 -4.09  -0.83
H24 -1.22 3.11 -4.77  0.25
H25 -2.62 2.92 -5.85  0.23
H26 -2.51 4.34 -4.75  0.23
H27 -4.96 2.45 -5.12  0.23
H28 -4.94 3.84 -3.99  0.23
H29 -5.49 2.24 -3.43  0.24
C21 -2.06 3.78 2.46  -0.83
S3 -1.40 2.84 1.08  1.26
O3 -0.58 3.79 0.28  -0.99
C22 -2.96 2.64 0.23  -0.84
H30 -1.24 4.06 3.11  0.24
H31 -2.55 4.68 2.09  0.23
H32 -2.77 3.16 3.02  0.23
H33 -3.39 3.62 0.03  0.23
H34 -3.64 2.05 0.85  0.23
H35 -2.77 2.12 -0.70  0.25

=====

This record from OMol25 describes a structure of composition C22H35CaO3 at a distorted geometry. The level of theory is ωB97M-V/def2-TZVPD.

Calculated values
energy relative to the best compared isomer or geometry (same formula, charge and spin)	1.7963	eV
DFT total energy	-1762.5697	Ha
charge	-1
HOMO-LUMO gap	5.473	eV
LUMO level	2.218	eV

Last column: natural (NBO) charge in e.
Element x y z (Å)
O1 -1.07 2.07 -2.40  -0.55
C1 -2.54 2.22 -2.48  -0.07
C2 -2.58 3.38 -3.45  -0.48
H1 -2.98 2.43 -1.49  0.19
H2 -3.04 1.34 -2.90  0.17
C3 -1.05 3.18 -3.40  0.28
H3 -2.93 4.32 -3.03  0.21
H4 -3.11 3.11 -4.38  0.21
C4 -0.30 4.40 -2.85  -0.63
H5 -0.64 4.70 -1.85  0.22
H6 -0.43 5.28 -3.52  0.21
H7 0.76 4.11 -2.78  0.22
C5 -0.52 2.76 -4.76  -0.63
H8 -1.08 1.90 -5.16  0.21
H9 0.52 2.47 -4.61  0.22
H10 -0.61 3.57 -5.51  0.21
Ca1 1.02 -0.74 0.17  1.80
C6 2.69 -3.61 -0.08  -0.34
C7 1.40 -3.97 0.42  -0.29
C8 0.43 -3.58 -0.54  -0.43
H11 1.18 -4.51 1.34  0.19
C9 1.10 -2.93 -1.62  -0.49
C10 2.50 -2.95 -1.33  -0.38
H12 3.30 -2.59 -1.99  0.20
H13 3.64 -3.85 0.41  0.20
H14 -0.63 -3.83 -0.48  0.19
H15 0.63 -2.51 -2.50  0.19
C11 3.66 -0.14 1.68  -0.31
C12 3.97 -0.14 0.30  -0.33
C13 3.17 0.84 -0.35  -0.47
H16 4.75 -0.75 -0.17  0.21
C14 2.35 1.45 0.64  -0.51
C15 2.63 0.82 1.89  -0.34
H17 2.21 1.12 2.86  0.21
H18 4.21 -0.68 2.46  0.20
H19 3.27 1.13 -1.40  0.20
H20 1.67 2.30 0.49  0.20
O2 -3.91 1.44 1.20  -0.54
C16 -2.49 1.26 1.00  -0.08
C17 -2.20 -0.13 0.33  -0.46
H21 -1.96 1.30 1.98  0.19
H22 -2.17 2.13 0.39  0.18
C18 -3.61 -0.78 0.14  -0.43
H23 -1.54 -0.67 1.04  0.23
H24 -1.64 0.02 -0.64  0.21
C19 -4.57 0.16 0.94  -0.07
H25 -3.64 -1.81 0.51  0.23
H26 -3.89 -0.79 -0.94  0.21
H27 -4.97 -0.28 1.90  0.17
H28 -5.47 0.33 0.32  0.17
C20 1.65 -3.43 3.87  -0.62
C21 0.92 -2.14 3.54  0.12
C22 1.29 -1.07 4.56  -0.62
O3 1.07 -1.65 2.22  -1.07
H29 2.73 -3.28 3.76  0.20
H30 1.35 -4.26 3.24  0.20
H31 1.47 -3.78 4.89  0.18
H32 -0.16 -2.33 3.64  0.11
H33 2.35 -0.80 4.42  0.20
H34 0.67 -0.18 4.42  0.19
H35 1.17 -1.40 5.61  0.18

=====

The highest HOMO-LUMO gap belongs to which entry?
C22H35Br2N3O3S3

=====

What did the third record say?
This record from OMol25 describes a structure of composition C22H35CaO3 at a distorted geometry. The level of theory is ωB97M-V/def2-TZVPD.

Calculated values
energy relative to the best compared isomer or geometry (same formula, charge and spin)	1.7963	eV
DFT total energy	-1762.5697	Ha
charge	-1
HOMO-LUMO gap	5.473	eV
LUMO level	2.218	eV

Last column: natural (NBO) charge in e.
Element x y z (Å)
O1 -1.07 2.07 -2.40  -0.55
C1 -2.54 2.22 -2.48  -0.07
C2 -2.58 3.38 -3.45  -0.48
H1 -2.98 2.43 -1.49  0.19
H2 -3.04 1.34 -2.90  0.17
C3 -1.05 3.18 -3.40  0.28
H3 -2.93 4.32 -3.03  0.21
H4 -3.11 3.11 -4.38  0.21
C4 -0.30 4.40 -2.85  -0.63
H5 -0.64 4.70 -1.85  0.22
H6 -0.43 5.28 -3.52  0.21
H7 0.76 4.11 -2.78  0.22
C5 -0.52 2.76 -4.76  -0.63
H8 -1.08 1.90 -5.16  0.21
H9 0.52 2.47 -4.61  0.22
H10 -0.61 3.57 -5.51  0.21
Ca1 1.02 -0.74 0.17  1.80
C6 2.69 -3.61 -0.08  -0.34
C7 1.40 -3.97 0.42  -0.29
C8 0.43 -3.58 -0.54  -0.43
H11 1.18 -4.51 1.34  0.19
C9 1.10 -2.93 -1.62  -0.49
C10 2.50 -2.95 -1.33  -0.38
H12 3.30 -2.59 -1.99  0.20
H13 3.64 -3.85 0.41  0.20
H14 -0.63 -3.83 -0.48  0.19
H15 0.63 -2.51 -2.50  0.19
C11 3.66 -0.14 1.68  -0.31
C12 3.97 -0.14 0.30  -0.33
C13 3.17 0.84 -0.35  -0.47
H16 4.75 -0.75 -0.17  0.21
C14 2.35 1.45 0.64  -0.51
C15 2.63 0.82 1.89  -0.34
H17 2.21 1.12 2.86  0.21
H18 4.21 -0.68 2.46  0.20
H19 3.27 1.13 -1.40  0.20
H20 1.67 2.30 0.49  0.20
O2 -3.91 1.44 1.20  -0.54
C16 -2.49 1.26 1.00  -0.08
C17 -2.20 -0.13 0.33  -0.46
H21 -1.96 1.30 1.98  0.19
H22 -2.17 2.13 0.39  0.18
C18 -3.61 -0.78 0.14  -0.43
H23 -1.54 -0.67 1.04  0.23
H24 -1.64 0.02 -0.64  0.21
C19 -4.57 0.16 0.94  -0.07
H25 -3.64 -1.81 0.51  0.23
H26 -3.89 -0.79 -0.94  0.21
H27 -4.97 -0.28 1.90  0.17
H28 -5.47 0.33 0.32  0.17
C20 1.65 -3.43 3.87  -0.62
C21 0.92 -2.14 3.54  0.12
C22 1.29 -1.07 4.56  -0.62
O3 1.07 -1.65 2.22  -1.07
H29 2.73 -3.28 3.76  0.20
H30 1.35 -4.26 3.24  0.20
H31 1.47 -3.78 4.89  0.18
H32 -0.16 -2.33 3.64  0.11
H33 2.35 -0.80 4.42  0.20
H34 0.67 -0.18 4.42  0.19
H35 1.17 -1.40 5.61  0.18

=====

LUMO level of number 3 (C22H35CaO3)?
2.218 eV